Here is C12H18F6O8V as an isolated structure from the OMol25 dataset. Energies are from ωB97M-V/def2-TZVPD.

## Properties
Calculated total energy, eV: -71110.1456
LUMO energy (spin up / spin down), eV: 2.7762 / 2.7762
Energy above the lowest of the compared OMol25 structures with the same formula, charge and spin, kcal/mol: 26.8
<S²>: 2.01
Charge: -1
Gap between HOMO and LUMO (spin up / spin down), eV: 6.884 / 7.188
Multiplicity: 3

Each line ends with the natural charge from an NBO analysis.
Positions of all 45 atoms, in Å:
V (-1.28337, -0.30155, 0.41638)  1.654
O (-2.92940, -0.60397, -0.91300)  -0.853
C (-2.66349, -1.77416, -1.63883)  -0.070
C (-1.53766, -2.71198, -1.08206)  -0.078
O (-0.50268, -2.04783, -0.39162)  -0.896
H (-2.34142, -1.48559, -2.65795)  0.096
H (-3.57850, -2.37114, -1.76593)  0.133
H (-1.03764, -3.21581, -1.92126)  0.130
H (-2.02881, -3.45881, -0.44148)  0.126
O (-1.69703, 1.65997, 0.97884)  -0.863
C (-1.88319, 1.80310, 2.35684)  -0.068
C (-1.98248, 0.42789, 3.14474)  -0.074
O (-1.72942, -0.72501, 2.39449)  -0.867
H (-2.79807, 2.38600, 2.54466)  0.134
H (-1.02854, 2.40904, 2.70779)  0.110
H (-3.00810, 0.36882, 3.53180)  0.131
H (-1.31639, 0.53403, 4.01172)  0.115
C (1.90830, -0.58587, -4.56968)  -0.622
C (1.24977, -0.20399, -3.25278)  -0.096
O (0.48219, 0.96477, -3.47615)  -0.476
C (-0.28820, 1.36102, -2.49159)  0.730
O (-0.31845, 0.86606, -1.42048)  -0.522
C (-1.28876, 2.49353, -2.84543)  0.907
F (-2.50109, 2.02471, -2.73744)  -0.274
F (-1.09639, 3.50787, -2.02117)  -0.300
F (-1.10375, 2.95229, -4.08784)  -0.325
H (2.64829, 0.11805, -4.94816)  0.205
H (1.11702, -0.78134, -5.29690)  0.212
H (2.44278, -1.53795, -4.51359)  0.215
H (2.01214, -0.03125, -2.49128)  0.193
H (0.67254, -1.06204, -2.90553)  0.225
C (1.16020, -0.20843, 4.54898)  -0.629
C (1.55736, -1.11329, 3.39002)  -0.102
O (2.45838, -0.43026, 2.52452)  -0.475
C (1.99995, 0.14346, 1.43934)  0.730
O (0.87083, 0.10282, 1.08827)  -0.528
C (3.12515, 0.83924, 0.63139)  0.905
F (2.77284, 2.06957, 0.30891)  -0.297
F (4.26282, 0.88877, 1.31357)  -0.308
F (3.34274, 0.14874, -0.48666)  -0.312
H (2.01822, -0.03632, 5.20369)  0.194
H (0.36229, -0.67012, 5.12677)  0.231
H (0.83521, 0.76695, 4.19240)  0.225
H (0.67160, -1.40479, 2.81250)  0.247
H (1.97220, -2.07520, 3.68922)  0.188

***

Here is C36H36ClLuN8O9Se as an isolated structure from the OMol25 dataset. Energies are from ωB97M-V/def2-TZVPD.

## Properties
Calculated total energy, eV: -179752.6932
LUMO energy (spin up / spin down), eV: -0.6234 / -0.6235
Energy above the lowest of the compared OMol25 structures with the same formula, charge and spin, kcal/mol: 124.0
Gap between HOMO and LUMO (spin up / spin down), eV: 6.328 / 6.326

Each line ends with the Mulliken charge.
Positions of all 92 atoms, in Å:
Lu (-0.97436, 1.04927, -2.87239)  1.940
O (-4.07131, 2.74386, -0.89818)  -0.719
C (-3.24958, 1.90256, -1.16393)  -0.354
O (-2.05700, 2.09332, -1.58410)  -0.541
C (-3.54381, 0.40812, -0.71716)  0.079
C (-2.50467, 0.15882, 0.36868)  -0.329
C (-2.84560, -1.04872, 1.27044)  -1.267
C (-1.83047, -2.10241, 0.83353)  -0.935
C (-1.38224, -1.53390, -0.51403)  -0.871
O (-1.26633, -0.16678, -0.29791)  0.402
C (-3.46569, -0.66895, -1.83582)  3.088
C (-3.20502, 0.12359, -3.18706)  -0.905
O (-4.01654, 0.98731, -3.43838)  -0.613
O (-2.17410, -0.17332, -3.85123)  -0.651
H (-4.54605, 0.42433, -0.28032)  0.781
H (-2.32780, 1.07581, 0.93676)  0.834
H (-3.87147, -1.37454, 1.10558)  0.632
H (-2.72884, -0.79585, 2.31770)  0.419
H (-2.22601, -3.11409, 0.78616)  0.528
H (-0.97000, -2.09823, 1.50346)  0.051
H (-0.41978, -1.91663, -0.86256)  0.730
H (-3.06647, -2.50983, -1.18554)  0.946
Se (-1.61350, -6.59118, -5.40785)  0.241
N (-0.40050, -5.31205, -5.33281)  -0.905
C (-0.84583, -4.33924, -4.56381)  0.855
C (-0.09961, -3.15350, -4.26561)  -0.159
C (1.09869, -2.87780, -4.89611)  -0.680
C (1.80908, -1.74700, -4.51877)  -1.510
C (1.29220, -0.95097, -3.51467)  0.080
N (0.11858, -1.15220, -2.89506)  0.327
C (-0.61852, -2.25386, -3.27613)  0.125
C (-1.87377, -2.52476, -2.71333)  -0.934
N (-2.42159, -1.80085, -1.56259)  0.874
C (-4.77457, -1.37437, -1.97417)  -1.635
C (-4.96921, -2.66459, -2.34155)  -0.833
C (-4.07506, -3.67031, -2.80562)  -1.112
C (-2.73959, -3.56693, -3.14585)  0.753
C (-2.14299, -4.56336, -3.99771)  0.130
N (-2.70129, -5.70751, -4.32912)  -0.877
H (1.46171, -3.55811, -5.65032)  0.561
H (2.74082, -1.48315, -4.98969)  0.469
H (1.86418, -0.09574, -3.16790)  0.262
H (-5.63451, -0.74950, -1.79156)  0.553
H (-6.00300, -2.98855, -2.34634)  0.394
H (-4.53871, -4.59921, -3.10401)  0.451
C (3.67805, 2.87960, 4.60265)  -2.108
C (3.09732, 2.95657, 3.17809)  2.655
C (1.59288, 2.72142, 3.28706)  -1.548
C (3.33558, 4.37618, 2.65164)  -1.985
C (3.81004, 1.92146, 2.24407)  2.027
O (5.22144, 2.07622, 2.39269)  -0.684
C (3.52773, 0.42721, 2.56707)  -2.133
C (2.23993, -0.27377, 2.08027)  0.834
C (1.23836, -0.53566, 3.17265)  0.236
C (-0.04187, -0.00183, 3.08862)  0.817
C (-0.95578, -0.16938, 4.11265)  -1.249
C (-0.59805, -0.91676, 5.22374)  -0.128
Cl (-1.74480, -1.13453, 6.49635)  -0.220
C (0.65852, -1.49412, 5.31227)  -0.860
C (1.56712, -1.29808, 4.28772)  -0.323
C (3.70810, 2.22354, 0.71869)  -2.541
N (2.43934, 2.25126, 0.04956)  1.042
C (1.94959, 1.34279, -0.80346)  -0.451
N (0.78803, 1.74923, -1.29031)  0.317
C (0.61556, 2.96284, -0.69759)  -0.917
N (1.59438, 3.28134, 0.10799)  -0.897
H (3.06250, 3.48567, 5.26212)  0.492
H (4.69045, 3.27504, 4.64920)  0.604
H (3.67064, 1.86592, 4.99867)  0.281
H (1.14027, 3.56772, 3.79748)  0.730
H (1.38069, 1.82915, 3.86578)  0.352
H (1.12608, 2.64149, 2.31258)  -0.194
H (3.00752, 5.09554, 3.39714)  0.512
H (2.76563, 4.54907, 1.74394)  0.298
H (4.39287, 4.54452, 2.46077)  0.390
H (5.45523, 1.89385, 3.30897)  0.561
H (3.59167, 0.30514, 3.64984)  0.411
H (4.38292, -0.10630, 2.14129)  0.372
H (2.52838, -1.23755, 1.65087)  0.762
H (1.74953, 0.29308, 1.29519)  -1.296
H (-0.31194, 0.57509, 2.21702)  0.328
H (-1.92886, 0.29512, 4.06795)  0.576
H (0.92655, -2.07992, 6.17763)  0.435
H (2.54786, -1.74227, 4.36166)  0.508
H (4.32031, 1.46476, 0.22602)  0.380
H (4.19276, 3.19067, 0.57195)  0.558
H (2.44851, 0.42489, -1.04644)  0.407
H (-0.24194, 3.58879, -0.86287)  0.708
O (-1.40543, 2.58137, -4.21580)  -0.620
N (-0.20263, 2.82872, -4.22406)  1.118
O (0.23253, 3.92126, -4.42455)  -0.643
O (0.56654, 1.86465, -4.00789)  -0.588

***

Here is C14H17N3O3Ti as an isolated structure from the OMol25 dataset. Energies are from ωB97M-V/def2-TZVPD.

## Properties
Calculated total energy, eV: -48473.6321
LUMO energy, eV: -18.2748
Energy above the lowest of the compared OMol25 structures with the same formula, charge and spin, kcal/mol: 13.7
Charge: +4
Gap between HOMO and LUMO, eV: 4.801

Each line ends with the natural charge from an NBO analysis.
Positions of all 38 atoms, in Å:
N (0.32304, 1.95565, -0.58021)  -0.552
C (0.30046, 3.11919, -0.48488)  0.714
C (0.25098, 4.53630, -0.25854)  -0.794
H (-0.79926, 4.87079, -0.27951)  0.343
H (0.81121, 5.06926, -1.04430)  0.340
H (0.68849, 4.77977, 0.72140)  0.358
N (1.66239, -1.07862, -0.92011)  -0.557
C (2.63591, -1.71580, -0.98997)  0.716
C (3.83602, -2.50241, -0.94908)  -0.791
H (4.56539, -2.09378, -1.66650)  0.338
H (3.60573, -3.54074, -1.23546)  0.344
H (4.27440, -2.48870, 0.06042)  0.356
N (-1.65788, -1.08835, -0.58156)  -0.552
C (-2.73187, -1.53610, -0.48673)  0.714
C (-4.04932, -2.06018, -0.25806)  -0.794
H (-4.02242, -2.83072, 0.52681)  0.359
H (-4.44788, -2.50919, -1.18293)  0.335
H (-4.71461, -1.24084, 0.05911)  0.346
Ti (-0.09202, 0.05955, -1.55610)  1.661
C (0.18411, -1.85721, 1.67102)  0.453
O (0.01835, -2.82212, 2.25975)  -0.409
C (1.77266, 0.58372, 1.67729)  0.453
O (2.58183, 1.14128, 2.26072)  -0.409
C (0.45034, 1.36489, -3.26834)  -0.143
C (-0.93075, 1.43360, -3.06400)  -0.192
C (-1.68818, 0.26323, -3.06322)  -0.135
C (-1.06090, -0.96844, -3.27013)  -0.165
C (0.32409, -1.04299, -3.40358)  -0.174
C (1.08442, 0.13188, -3.40380)  -0.185
H (1.05658, 2.26560, -3.27523)  0.330
H (-1.42661, 2.38038, -2.86780)  0.331
H (-2.75487, 0.32868, -2.86833)  0.323
H (-1.63383, -1.89028, -3.27471)  0.330
H (0.80140, -2.01677, -3.49348)  0.335
H (2.16895, 0.09534, -3.49024)  0.336
O (-1.77542, 1.15550, 1.56511)  -0.963
H (-2.10743, 0.46074, 2.15595)  0.499
H (-1.27203, 1.74570, 2.15224)  0.499

***

Here is a 2-piece molecular cluster, CH4O2S overall from the OMol25 dataset. Energies are from ωB97M-V/def2-TZVPD.

## Properties
Calculated total energy, eV: -16031.6957
LUMO energy, eV: 0.6373
Energy above the lowest of the compared OMol25 structures with the same formula, charge and spin, kcal/mol: 8.8
SMILES string: O=CO.S
Gap between HOMO and LUMO, eV: 10.500

Each line ends with the natural charge from an NBO analysis.
Positions of all 8 atoms, in Å:
S (2.18502, 0.63548, 2.61157)  -0.293
H (1.17366, 1.23132, 1.95466)  0.142
H (2.48843, 1.81676, 3.25574)  0.152
O (-2.71042, -0.28550, -1.86853)  -0.584
C (-1.64446, -0.71146, -1.52954)  0.630
O (-0.56853, -0.65671, -2.35507)  -0.687
H (-1.59712, -1.16218, -0.45695)  0.142
H (-0.85245, -0.25201, -3.18684)  0.498